No. 1
Here is a structure of composition C43H29F9N5O5PSc at a distorted geometry from the Open Molecules 2025 dataset. Energies are from wB97M-V/def2-TZVPD.

Values from the calculation:
E_HOMO	-0.3368	Ha
ΔE to the lowest compared entry with this formula, charge and spin	62.8	kcal/mol

Structure (ORCA input):
```
! wB97M-V def2-TZVPD RIJCOSX def2/J DEFGRID3
* xyz 1 1
Sc -1.3033 -0.3400 1.7857
O -2.2205 -0.0522 6.0486
C -1.7872 0.2983 4.8761
O -1.7612 -0.4485 3.9059
C -1.2665 1.7148 4.8056
O -0.8513 1.9968 3.4894
C -1.8321 2.6193 2.6762
C -3.0200 1.6090 2.5498
O -3.8652 1.6174 3.4083
O -2.8601 0.7721 1.5704
H -2.5556 -0.9617 6.0617
H -2.0400 2.3975 5.1618
H -0.3934 1.8015 5.4537
H -2.1461 3.5792 3.0837
H -1.1125 1.8916 0.9213
C -2.3233 -4.4566 1.4554
C -1.0915 -5.0613 0.8765
C 0.2102 -4.2645 1.1304
C 0.0312 -2.8796 1.7022
N -1.1909 -2.3515 1.8708
C -2.3302 -3.1873 1.8412
N 1.1671 -2.2622 1.9090
C 1.4641 -0.9606 2.0593
N 0.6837 0.1441 1.8531
C 1.5193 1.2882 1.9603
N 1.2530 2.5511 1.7979
C 0.2692 3.3424 1.5201
C 0.4346 4.7287 1.3251
C -0.5193 5.5392 0.7910
C -1.7384 4.9587 0.3289
C -2.0401 3.6674 0.5204
N -1.1724 2.8296 1.3574
C 2.8604 0.8433 2.2302
C 4.0643 1.5328 2.3566
C 5.2124 0.7882 2.5386
C 5.1789 -0.6156 2.5932
C 3.9904 -1.3039 2.4772
C 2.8275 -0.5572 2.2906
H -3.2297 -5.0454 1.4885
H -1.0043 -6.1125 1.1463
H 0.9910 -4.7899 1.6722
H -3.2308 -2.7099 2.2129
H 1.4220 5.1055 1.5570
H -0.3266 6.5890 0.6295
H -2.4331 5.5654 -0.2368
H -2.9354 3.1789 0.1656
H 4.0886 2.6137 2.3064
H 6.1648 1.2932 2.6360
H 6.1059 -1.1599 2.7153
H 3.9523 -2.3843 2.5267
F -2.2178 -0.7525 -7.6530
C -2.1896 0.4461 -7.0425
F -3.3624 1.0505 -7.2755
F -1.2272 1.1742 -7.6430
C -1.9014 0.2984 -5.5731
C -2.7531 0.8148 -4.6155
C -2.4354 0.6687 -3.2702
C -1.2720 0.0145 -2.8959
C -0.4211 -0.5065 -3.8710
C -0.7324 -0.3642 -5.2073
P -0.7443 -0.1758 -1.1372
C -0.4986 -1.9845 -1.1484
C -1.7938 -2.6487 -1.4083
C -1.9705 -3.9550 -1.2727
C -0.9199 -4.8359 -0.6745
C 0.4532 -4.1508 -0.4287
C 0.5756 -2.7144 -0.8431
C -0.8299 -6.1425 -1.4379
F -0.6351 -5.9358 -2.7499
F -1.9570 -6.8623 -1.2965
F 0.1924 -6.8996 -0.9895
C 0.8162 0.7756 -1.3372
C 2.1226 0.3108 -1.2533
C 3.1853 1.1797 -1.4479
C 2.9441 2.5103 -1.7428
C 1.6450 2.9818 -1.8701
C 0.5893 2.1169 -1.6570
C 4.0843 3.4816 -1.8728
F 5.2392 2.8752 -2.1775
F 3.8446 4.4104 -2.8123
F 4.2755 4.1435 -0.7063
H -3.6574 1.3269 -4.9135
H -3.1031 1.0699 -2.5169
H 0.4878 -1.0195 -3.5818
H -0.0763 -0.7601 -5.9714
H -2.5990 -2.0331 -1.7972
H -2.9093 -4.4300 -1.5320
H 1.3068 -4.7308 -0.7713
H 1.5586 -2.2912 -0.7086
H 2.3379 -0.7225 -1.0304
H 4.2009 0.8149 -1.3710
H 1.4649 4.0179 -2.1229
H -0.4273 2.4807 -1.7758
*
```

=====

No. 2
Here is a structure of composition C23H34Cl2LaN3O3 at a distorted geometry from the Open Molecules 2025 dataset. Energies are from wB97M-V/def2-TZVPD.

Values from the calculation:
E_HOMO (spin up / spin down)	-0.1819 / -0.1819	Ha
ΔE to the lowest compared entry with this formula, charge and spin	13.0	kcal/mol

Structure (ORCA input):
```
! wB97M-V def2-TZVPD RIJCOSX def2/J DEFGRID3
* xyz 0 1
O -0.2604 1.2016 -2.8693
C -1.0077 1.3507 -3.8639
C -0.5463 1.9714 -5.0810
C 0.6595 2.6997 -5.1525
H 1.2193 2.8566 -4.2274
C 1.0918 3.1823 -6.3829
H 2.0354 3.7179 -6.4300
C 0.3452 2.9557 -7.5441
H 0.7022 3.3366 -8.4941
C -0.8726 2.2482 -7.4742
H -1.4592 2.0694 -8.3744
C -1.3141 1.7478 -6.2527
H -2.2452 1.1783 -6.1513
H -1.9977 0.8748 -3.8636
C -2.8609 2.5291 -1.4146
C -2.5747 1.2005 -0.9119
H -3.7678 2.9775 -0.9833
H -2.9638 2.5194 -2.5033
H -2.0021 3.1746 -1.1685
C -2.8006 0.5170 0.1857
C -3.6956 0.9531 1.3691
H -2.3801 -0.4854 0.3886
H -4.2078 1.8982 1.1373
H -3.1051 1.0952 2.2868
H -4.4614 0.1992 1.6017
La 0.4184 -0.1983 -1.2633
Cl 1.4539 2.2019 -0.4926
Cl -0.0282 -1.9780 -3.3447
H 4.1940 0.6439 -3.6341
H 6.0349 0.9246 -2.3618
C 3.4510 0.4647 -2.8452
C 5.4529 0.9869 -1.4386
N 4.1961 0.2628 -1.6009
H 2.8540 -0.4259 -3.0997
C 3.7368 -0.4091 -0.5583
O 2.5812 -0.9295 -0.4959
H 6.0038 0.5095 -0.6196
H 4.4556 -0.4715 0.2731
H 2.7922 1.3494 -2.7760
H 5.2828 2.0435 -1.1803
H -1.5488 -5.1626 1.7558
H -0.4865 -6.2701 -0.4204
C -1.7974 -4.2773 1.1509
C -0.9695 -5.4141 -0.9015
N -0.9224 -4.2585 -0.0238
H -1.6740 -3.3685 1.7543
C -0.1911 -3.2085 -0.3466
O -0.2850 -2.0816 0.2227
H -0.4424 -5.1608 -1.8227
H 0.5069 -3.3517 -1.1957
H -2.8467 -4.3827 0.8291
H -2.0078 -5.6747 -1.1243
N 0.7287 0.4128 1.8261
C 0.2948 -0.3616 2.8819
C 0.7961 -1.6723 3.0310
C 0.3657 -2.4662 4.0925
C -0.5693 -1.9697 5.0138
C -1.0948 -0.6821 4.8433
C -0.6903 0.1101 3.7706
H 1.6578 0.2491 1.4600
H 0.4763 1.4055 1.8112
H 1.5109 -2.0495 2.2994
H 0.7693 -3.4754 4.2025
H -0.8749 -2.5878 5.8602
H -1.8237 -0.2942 5.5628
H -1.1077 1.1108 3.6241
*
```

=====

ΔE to the lowest compared entry with this formula, charge and spin of number 2 (C23H34Cl2LaN3O3)?
13.0 kcal/mol

=====

Which value of ΔE to the lowest compared entry with this formula, charge and spin does entry 2 give?
13.0 kcal/mol